{
  "formula": "C39H40BaN3O2Se2",
  "method": "wB97M-V/def2-TZVPD",
  "species": ["Ba", "Se", "Se", "O", "O", "N", "N", "N", "C", "C", "C", "C", "C", "C", "C", "C", "C", "C", "C", "C", "C", "C", "C", "C", "C", "C", "C", "C", "C", "C", "C", "C", "C", "C", "C", "C", "C", "C", "C", "C", "C", "C", "C", "C", "C", "C", "C", "H", "H", "H", "H", "H", "H", "H", "H", "H", "H", "H", "H", "H", "H", "H", "H", "H", "H", "H", "H", "H", "H", "H", "H", "H", "H", "H", "H", "H", "H", "H", "H", "H", "H", "H", "H", "H", "H", "H", "H"],
  "coordinates": [[0.10540, 0.71713, 0.79853], [2.53230, 1.17698, 2.79051], [-1.86079, 2.61499, 2.55055], [0.07323, 4.89764, 4.04345], [0.00398, 1.76212, 6.88411], [1.55796, 1.45823, -1.56027], [0.59276, -1.62711, 0.04201], [-0.96065, 2.48993, -1.31797], [-3.57412, -0.74010, 3.15881], [0.53127, 2.83790, 6.10029], [1.28489, -2.43173, -0.61547], [-3.76660, -0.19620, 0.71136], [-3.29776, -1.04639, 1.71642], [-1.70266, -3.80056, -0.34944], [3.52373, 1.01461, -2.84613], [-0.87186, 3.32762, -3.57741], [2.98944, 1.64919, -3.93441], [-2.13887, 3.91731, -3.39837], [-4.13141, 0.37612, -1.71412], [-0.14737, 3.43493, -4.80945], [0.90616, 3.75935, 3.86047], [-0.31362, 2.63326, -2.49248], [-1.11241, 2.29863, 4.35185], [2.11806, -4.83911, -0.45396], [2.73127, -5.86299, 0.25816], [2.76363, 0.95503, -1.66728], [2.58295, -3.30908, 1.33368], [-2.88297, -1.66241, -0.96762], [1.83546, -1.76376, -4.83898], [1.47768, -2.28792, -2.10729], [0.51707, -1.58561, -2.83764], [-3.57050, -0.49733, -0.62678], [2.03121, -3.55541, 0.07427], [1.26739, 1.26500, 4.31737], [3.28414, -5.60561, 1.50060], [0.39505, 2.52318, 4.60462], [0.68638, -1.33031, -4.18491], [2.80097, -2.45517, -4.12675], [1.01397, 2.07291, -2.62439], [-2.13314, 3.06194, -1.17273], [1.70407, 2.21273, -3.83903], [-2.39161, -2.51678, 0.00425], [3.21148, -4.32227, 2.03375], [1.08615, 2.89750, -4.93526], [-2.76664, 3.79829, -2.18872], [2.62115, -2.71932, -2.77441], [-2.59491, -2.18244, 1.34372], [-4.53681, 1.30327, -1.30844], [-3.73125, 4.24586, -1.99649], [-4.29779, 0.70600, 0.99310], [-0.61687, 3.96189, -5.63082], [3.64545, -4.11148, 3.00358], [-3.37485, 0.63571, -2.45815], [-0.07758, -0.78648, -4.72993], [3.39064, -3.25304, -2.23117], [-0.35776, -1.23521, -2.30177], [-2.96862, -1.36886, 3.81197], [1.00511, 3.52119, 2.80051], [-2.73389, -1.90760, -2.01469], [-0.85938, -3.98641, 0.31422], [3.76926, -6.39882, 2.05588], [1.59362, 2.98334, 6.33682], [2.49913, -2.31078, 1.74680], [-1.66248, 2.97791, 5.00428], [-4.94129, -0.13256, -2.24309], [0.61074, 0.39107, 4.30287], [4.50243, 0.55843, -2.87272], [1.68760, -5.04294, -1.42818], [1.64120, 2.97679, -5.86199], [1.90146, 4.03513, 4.21767], [2.77556, -6.86188, -0.15990], [-0.71647, 4.72169, 3.50348], [3.53602, 1.72156, -4.86678], [1.91869, 1.11074, 5.17796], [0.01962, 2.03866, 7.80395], [-4.62397, -0.92710, 3.39603], [-2.19302, -2.83474, 2.11211], [-3.35507, 0.30874, 3.36985], [3.70459, -2.79280, -4.62066], [-0.01374, 3.76160, 6.32303], [-2.60844, 2.94182, -0.20387], [-2.59155, 4.46436, -4.21660], [-1.36910, 1.28889, 4.67163], [-2.40127, -4.63736, -0.25878], [-1.32748, -3.78473, -1.37315], [3.17499, 0.46231, -0.79223], [1.97123, -1.55909, -5.89379]],
  "forces_ev_per_a": [[-0.17, 0.11, 0.45], [0.02, 0.03, -0.21], [0.01, 0.09, -0.12], [-0.15, 0.07, -0.01], [0.00, -0.03, 0.05], [-0.05, -0.03, 0.16], [-0.14, -0.02, -0.25], [0.07, -0.01, 0.03], [0.07, 0.02, 0.06], [0.00, 0.06, -0.03], [0.28, -0.06, 0.33], [-0.05, 0.00, 0.01], [0.07, -0.05, -0.09], [0.01, -0.10, -0.04], [-0.07, 0.06, -0.05], [-0.04, 0.02, 0.02], [-0.02, -0.03, 0.13], [0.06, -0.07, 0.09], [-0.07, 0.11, -0.07], [0.14, -0.06, -0.03], [0.04, 0.02, -0.08], [-0.09, 0.10, -0.13], [0.00, 0.00, 0.17], [-0.03, 0.01, -0.04], [-0.03, -0.04, -0.07], [0.21, -0.18, -0.10], [-0.06, 0.02, -0.16], [0.01, -0.04, -0.01], [-0.03, 0.03, -0.05], [0.01, 0.06, -0.20], [0.00, -0.07, 0.09], [-0.01, -0.04, -0.06], [0.03, -0.04, 0.02], [-0.11, -0.07, 0.23], [0.04, 0.02, 0.10], [0.12, 0.06, 0.09], [-0.01, 0.04, -0.07], [0.06, -0.01, -0.04], [0.17, 0.06, -0.17], [-0.13, 0.03, 0.07], [-0.09, -0.06, 0.01], [-0.02, 0.05, 0.09], [0.04, -0.06, 0.05], [-0.13, 0.06, -0.01], [0.06, -0.03, 0.00], [0.01, -0.01, 0.01], [-0.01, -0.03, 0.04], [0.01, 0.01, 0.02], [-0.02, 0.02, -0.02], [0.02, 0.04, 0.01], [0.03, 0.01, -0.04], [0.00, -0.01, 0.01], [0.03, 0.00, 0.01], [0.01, 0.00, -0.02], [-0.01, -0.02, 0.04], [-0.01, 0.01, 0.02], [0.01, 0.01, 0.02], [-0.01, -0.01, 0.05], [0.00, 0.00, -0.03], [0.00, 0.01, 0.01], [0.01, -0.01, 0.01], [-0.01, 0.02, -0.02], [-0.01, 0.03, 0.02], [-0.02, -0.03, -0.04], [0.00, -0.02, 0.01], [0.05, 0.01, -0.11], [0.02, 0.00, -0.02], [0.00, -0.02, -0.01], [-0.03, 0.02, -0.04], [0.00, -0.06, 0.01], [-0.01, 0.00, 0.00], [0.03, -0.01, 0.02], [0.00, 0.00, -0.02], [-0.06, -0.03, -0.02], [-0.01, -0.03, -0.03], [-0.02, 0.02, 0.00], [-0.01, -0.01, 0.01], [-0.01, 0.01, 0.01], [0.01, 0.01, -0.02], [0.06, 0.02, -0.05], [0.01, 0.00, 0.03], [-0.01, 0.01, -0.01], [-0.03, 0.01, -0.04], [0.01, -0.02, -0.01], [0.01, 0.03, -0.01], [-0.08, 0.00, 0.09], [0.02, -0.01, -0.02]],
  "mulliken_charge": [1.03, -0.71, -0.63, -0.63, -0.52, 0.14, -0.28, 0.56, -1.49, -1.57, -1.21, -0.38, 0.55, -1.51, -0.78, 1.30, -0.78, -0.76, -1.73, -1.03, -1.21, -0.10, -1.82, 0.01, -0.87, -0.46, -0.50, -0.36, -0.68, 0.68, -0.07, 1.18, 0.60, -1.11, -0.40, 2.74, -0.75, -0.92, -0.29, -0.75, 1.36, 0.83, -0.79, -1.02, -0.90, -0.09, -0.64, 0.33, 0.47, 0.21, 0.39, 0.41, 0.22, 0.47, 0.46, 0.73, 0.34, 0.30, 0.33, 0.22, 0.37, 0.45, 0.51, 0.40, 0.44, 0.23, 0.45, 0.44, 0.40, 0.60, 0.38, 0.30, 0.41, 0.35, 0.31, 0.39, 0.26, 0.18, 0.40, 0.50, 0.50, 0.42, 0.58, 0.51, 0.24, 0.45, 0.42],
  "e_lumo_ha": 0.0623,
  "charge": -1,
  "multiplicity": 1
}